158
Properties=species:S:1:pos:R:3:forces:R:3:mulliken_charge:R:1 method="wB97M-V/def2-TZVPD" homo_lumo_gap_ev=9.8 smiles="FC(F)C(F)(F)COC(F)(F)C(F)F.FC(F)C(F)(F)COC(F)(F)C(F)F.FC(F)C(F)(F)COC(F)(F)C(F)F.CCOS(C)(=O)=O.CCOS(C)(=O)=O.CCOS(C)(=O)=O.CCOS(C)(=O)=O.c1ccncc1.c1ccncc1.c1ccncc1.c1ccncc1" lumo_ev=0.13 largest_force_ha_per_bohr=0.10757 total_energy_ev=-195000.8460
O -1.2161 2.2197 2.2496 -1.99 0.28 2.21 -0.511
S -2.4201 2.5542 3.0334 0.99 0.25 1.02 1.244
O -3.5063 1.6123 3.2032 1.15 0.36 -0.79 -0.638
O -1.9715 3.0151 4.6131 1.89 -1.92 -3.55 -0.316
C -2.8752 3.6152 5.4868 -0.83 0.50 -0.01 -0.345
C -4.0734 2.7510 5.7668 -0.46 0.19 0.36 -1.062
C -3.0348 4.1175 2.4225 0.30 -0.88 0.23 -0.783
H -3.0894 4.5711 5.0088 -0.60 0.37 0.51 0.370
H -2.3233 3.7948 6.4094 0.17 -0.02 -0.14 0.327
H -4.6727 3.2396 6.5351 -0.11 -0.02 0.04 0.414
H -3.7366 1.7928 6.1623 -0.04 -0.04 -0.07 0.217
H -4.6928 2.5778 4.8868 0.04 0.04 0.21 0.324
H -2.3389 4.8534 2.8253 -0.63 -0.04 0.13 -0.137
H -4.0641 4.1225 2.7813 0.11 0.64 -0.09 0.322
H -2.9547 4.1474 1.3359 -0.18 -0.27 0.09 0.573
O -1.5404 -0.1628 7.2436 1.32 1.14 -0.61 -0.661
S -0.2862 0.4955 6.8981 0.69 0.55 2.58 1.324
O -0.1829 1.9506 6.7531 -0.11 -2.73 0.28 -0.598
O 0.8540 0.0766 8.1271 -1.76 1.50 -2.01 -0.410
C 0.7465 -1.2399 8.5841 -0.50 -1.75 0.82 -0.138
C 1.3468 -1.3169 9.9955 -0.51 -0.10 -1.03 -1.277
C 0.4479 -0.3636 5.5598 0.93 0.19 -0.45 -0.833
H 1.1558 -2.0019 7.9209 1.31 0.35 -0.36 0.219
H -0.2597 -1.6554 8.5285 -0.65 0.84 0.70 0.413
H 0.7641 -0.7209 10.6979 0.12 0.09 -0.08 0.301
H 2.3718 -0.9528 9.9249 0.01 -0.16 0.37 0.303
H 1.2896 -2.3606 10.3044 0.32 0.03 0.15 0.384
H -0.0009 -1.3529 5.4706 -0.32 0.48 -0.44 0.249
H 1.5176 -0.5355 5.6790 -0.03 0.15 0.74 0.239
H 0.4540 0.3582 4.7431 -0.79 -0.51 -0.50 0.462
O 3.6089 -5.1222 5.3083 -2.79 1.34 -1.79 -0.637
S 2.4687 -4.5039 4.5694 2.40 -0.21 -0.08 1.105
O 1.1357 -4.4694 5.1373 1.52 0.01 -0.83 -0.532
O 2.8748 -2.9374 4.2406 -0.61 -1.50 -0.03 -0.155
C 4.2409 -2.5220 4.1437 0.45 2.40 0.96 -0.279
C 4.1906 -0.9712 3.9603 -0.34 -1.22 0.27 -1.003
C 2.4325 -5.1496 2.7972 -0.56 -0.50 1.76 -0.870
H 4.9205 -2.9246 3.3926 -0.76 -0.75 -0.31 0.372
H 4.7237 -2.6155 5.1164 -0.06 -0.65 0.00 0.289
H 5.2273 -0.6485 4.0561 -0.15 0.40 -0.25 0.409
H 3.5972 -0.5677 4.7808 0.20 0.12 0.09 0.195
H 3.6981 -0.6519 3.0419 0.35 -0.09 -0.16 0.223
H 1.5444 -4.7545 2.3040 0.33 0.40 0.03 0.173
H 2.2579 -6.2178 2.9257 0.08 -0.07 0.06 0.414
H 3.3826 -5.0254 2.2776 -0.15 0.43 0.27 0.344
O -4.9354 -1.1240 -8.2127 0.18 3.55 -0.66 -0.608
S -4.8026 0.3513 -8.3889 -0.58 -0.87 1.25 1.128
O -5.6794 1.2746 -7.6792 0.70 -1.34 -0.76 -0.615
O -3.2693 0.7569 -7.9714 -1.68 -0.02 -2.52 -0.215
C -2.9097 0.8480 -6.6406 1.67 -2.24 2.01 0.418
C -1.5407 0.0862 -6.5094 0.07 1.52 0.62 -0.728
C -4.6835 0.8213 -10.1587 0.65 -0.64 1.23 -0.846
H -3.5324 0.2788 -5.9504 -0.75 0.02 -0.38 -0.352
H -2.9032 1.8608 -6.2379 0.29 0.14 -0.46 0.278
H -1.4609 -0.9523 -6.8308 -0.79 0.12 -0.25 0.329
H -1.2928 0.0959 -5.4480 0.16 0.01 0.13 -0.027
H -0.7479 0.6384 -7.0140 0.04 0.02 -0.11 0.314
H -4.5561 1.8988 -10.2632 0.09 -0.17 0.33 0.301
H -5.5245 0.4859 -10.7656 0.06 -0.29 0.46 0.360
H -3.7617 0.2699 -10.3439 -0.04 0.20 -0.85 0.310
N 5.6458 4.8163 -0.7911 -1.60 0.44 -0.32 -0.563
C 4.8962 5.9666 -0.6750 0.77 -1.75 -0.37 -0.200
C 3.5105 6.0476 -0.9022 1.55 0.45 0.78 -0.575
C 2.8895 4.8876 -1.1972 -0.32 -0.93 -0.02 0.049
C 3.6437 3.7273 -1.4318 -2.02 -0.35 0.87 0.018
C 4.9806 3.6685 -1.1808 0.83 2.79 -0.44 -0.423
H 5.4336 6.8521 -0.3689 0.24 -0.02 0.05 0.365
H 2.9436 6.9438 -0.6975 0.16 0.17 -0.09 0.423
H 1.8124 4.9032 -1.1193 -0.23 -0.41 -0.61 0.282
H 3.0591 2.8302 -1.5730 0.26 -0.35 -0.50 0.183
H 5.5471 2.7979 -1.4769 0.31 -0.08 0.57 0.493
N 4.9663 2.6638 -7.4790 -3.68 -0.59 -0.30 -0.532
C 4.2451 2.8064 -8.6944 0.56 -1.01 4.64 -0.381
C 2.8356 2.8348 -8.6114 0.97 0.03 -1.69 -0.333
C 2.1444 2.7140 -7.4369 -0.32 0.08 -0.55 -0.394
C 2.8038 2.4944 -6.2577 -0.56 0.03 0.24 -0.048
C 4.1645 2.4445 -6.3106 3.19 1.67 -2.45 -0.447
H 4.9146 2.7647 -9.5408 -0.51 0.42 -0.39 0.401
H 2.2175 2.9260 -9.4924 0.25 0.15 -0.37 0.341
H 1.0708 2.8086 -7.5062 -0.13 -0.10 0.29 0.430
H 2.2062 2.4319 -5.3603 0.39 -0.19 0.35 0.431
H 4.8021 2.4826 -5.4397 -0.18 -0.50 0.30 0.531
N -4.8023 -0.9837 -2.0773 2.28 -2.29 -0.55 -0.588
C -4.3849 -1.8650 -1.0852 -0.80 1.85 -2.10 -0.453
C -3.4497 -2.8548 -1.3149 0.17 0.09 1.21 -0.428
C -2.8384 -2.9826 -2.5424 0.42 -0.79 0.42 -0.479
C -3.2710 -2.2227 -3.5798 -0.32 0.34 -0.25 -0.173
C -4.2029 -1.2424 -3.3022 -1.87 0.81 1.17 -0.565
H -4.8403 -1.6799 -0.1235 0.01 -0.25 0.15 0.667
H -3.1931 -3.4659 -0.4622 0.23 -0.22 -0.05 0.532
H -2.0328 -3.6699 -2.7546 -0.07 -0.43 0.38 0.466
H -2.9140 -2.4963 -4.5617 -0.04 0.66 -0.27 0.475
H -4.6020 -0.6448 -4.1085 0.02 0.23 -0.08 0.476
N -1.1831 6.4055 -0.8843 -0.31 0.21 0.74 -0.349
C -1.9832 7.4340 -1.0562 -0.38 2.05 0.45 -0.329
C -2.5642 8.1593 0.0000 0.67 -0.33 0.25 -0.477
C -2.2936 7.7792 1.3165 -0.25 0.92 -0.49 -0.242
C -1.4720 6.7150 1.5416 1.26 -1.47 -1.33 -0.963
C -0.9586 6.0607 0.3940 -0.70 -0.66 -0.74 0.060
H -2.0631 7.8478 -2.0506 -0.26 -0.26 -0.31 0.357
H -3.0766 9.1005 -0.1345 -0.31 -0.18 -0.44 0.351
H -2.6667 8.3897 2.1255 -0.12 -0.06 0.14 0.422
H -1.1810 6.3438 2.5131 0.00 0.27 0.07 0.675
H -0.4976 5.0898 0.2873 0.70 -0.16 1.57 0.520
C 5.7712 -1.1137 -2.9830 0.47 0.59 1.35 -1.170
C 6.8746 -2.0510 -3.5232 -1.61 1.13 1.88 1.023
C 8.2914 -1.5149 -3.3213 1.08 -1.02 -0.67 0.107
F 8.3389 -0.2887 -3.8532 -0.05 0.78 -0.23 -0.242
F 8.6910 -1.4624 -2.0544 -0.62 0.47 1.70 -0.265
F 6.7059 -3.2203 -2.8643 0.57 -0.55 -0.29 -0.300
F 6.6681 -2.2070 -4.8167 0.14 -0.69 -1.42 -0.273
O 4.5057 -1.7677 -2.9746 -0.53 -0.08 -1.40 -0.361
C 3.4106 -1.0479 -3.4559 3.36 -0.07 1.06 0.802
C 2.2855 -2.0599 -3.6271 -0.71 -0.92 3.27 0.420
F 1.3312 -1.5825 -4.3429 -2.08 1.72 -2.94 -0.193
F 2.6887 -3.2251 -4.1068 1.15 -0.79 -1.29 -0.286
F 3.2309 -0.0481 -2.5491 -0.95 -0.32 -0.23 -0.195
F 3.7208 -0.4180 -4.6014 -0.46 -0.21 -0.39 -0.266
H 5.8350 -0.1321 -3.4526 -0.45 -0.27 -0.55 0.475
H 5.9467 -0.8979 -1.9291 0.53 -0.14 0.10 0.453
H 9.0877 -2.1316 -3.7379 -0.48 -0.27 -1.03 0.265
H 1.7410 -2.3580 -2.7312 0.90 0.56 1.16 -0.047
C -0.5032 -0.7777 -0.3273 -0.26 0.74 -0.66 -0.784
C -0.0437 -1.2012 1.0912 0.92 -0.48 -2.62 1.477
C -1.1322 -1.3810 2.1114 -0.62 3.02 -0.64 0.013
F -2.0503 -2.2355 1.7190 -0.96 -1.74 -0.85 -0.181
F -0.6397 -1.7444 3.2613 0.92 -0.96 1.64 -0.099
F 0.5766 -2.3954 0.8816 0.51 -0.71 0.55 -0.344
F 0.8921 -0.3324 1.5106 -0.23 0.05 0.64 -0.311
O 0.5779 -0.0087 -0.9654 -2.05 1.30 -1.61 0.058
C 0.1047 0.9555 -1.9271 1.30 -0.31 -1.87 0.415
C -0.0275 2.3440 -1.2912 1.70 -1.04 1.49 0.564
F -0.3331 3.3317 -2.0346 -0.39 2.62 -4.38 -0.303
F -1.0043 2.3812 -0.4257 -1.68 -1.38 2.72 -0.191
F 1.0264 1.1078 -2.9479 1.07 0.05 1.59 -0.238
F -0.9285 0.6443 -2.7551 -1.31 -0.82 1.99 -0.219
H -1.4544 -0.2475 -0.2802 0.17 0.58 0.09 0.377
H -0.7091 -1.5918 -1.0222 0.13 -0.50 0.65 0.003
H -1.6363 -0.4197 2.2103 0.02 0.34 0.27 -0.181
H 0.9339 2.6258 -0.8618 0.30 -0.69 0.64 -0.103
C -3.5570 -5.3749 3.6727 -1.96 -0.22 -0.04 -0.267
C -4.9817 -4.8984 4.2457 2.77 2.47 -4.10 0.809
C -5.9251 -4.3620 3.1049 0.75 -3.84 -1.44 0.168
F -7.0058 -3.9990 3.7416 -1.57 1.85 0.37 -0.251
F -5.3928 -3.4695 2.2048 0.07 0.62 1.61 -0.165
F -5.5695 -5.6465 5.1142 -1.05 -2.19 0.63 -0.311
F -4.6915 -3.7729 4.8922 0.94 1.80 1.37 -0.308
O -3.7925 -6.4167 2.6775 1.92 -1.76 1.09 -0.407
C -2.6498 -7.3000 2.3203 -2.56 3.76 -1.06 0.706
C -2.3591 -8.3904 3.3295 -1.00 -1.59 0.43 0.163
F -1.5339 -9.3311 2.7942 0.71 0.80 0.18 -0.247
F -1.8786 -7.8102 4.4545 0.62 -0.12 -0.47 -0.194
F -3.0160 -7.6902 1.0767 0.53 -0.76 1.19 -0.287
F -1.5817 -6.4910 2.1758 0.34 -0.47 0.16 -0.229
H -3.0243 -5.6020 4.5962 0.46 -0.62 -0.39 0.381
H -3.0908 -4.5550 3.1263 -0.15 0.23 0.45 0.062
H -6.1902 -5.1654 2.4176 -0.16 -0.47 0.25 0.190
H -3.2083 -8.9944 3.6490 -0.57 0.58 -0.29 0.208